1.
Below is a cluster of 4 separate species, C31H45BClN4O9P in total, with properties calculated with ωB97M-V with the def2-TZVPD basis set.

As for the SMILES: CCCCCCCC[C@@]1(B(O)O)[C@@H](CON=O)OC(=O)[C@]1([C@H](Cl)CC)P(=O)(O)O.c1ccncc1.c1ccncc1.c1ccncc1. As for the HOMO energy: -9.003 eV.

The geometry in ORCA input format:
```
! wB97M-V def2-TZVPD RIJCOSX def2/J DEFGRID3
* xyz 0 1
C 5.79 -1.30 4.45
C 6.71 -1.88 3.22
C 6.71 -0.89 1.87
C 5.86 -1.71 0.73
C 5.79 -0.97 -0.74
C 4.42 -0.11 -1.02
C 3.03 -1.02 -0.94
C 1.70 -0.08 -1.11
C 0.74 0.03 0.21
B 1.78 0.61 1.35
O 2.34 2.01 1.31
O 2.33 -0.20 2.49
C -0.24 1.30 -0.15
C -0.79 1.53 -1.67
O -2.09 2.28 -1.62
N -1.68 3.59 -1.71
O -2.71 4.24 -1.51
O -1.52 1.02 0.59
C -1.83 -0.38 0.25
O -2.99 -0.92 -0.16
C -0.36 -1.11 0.58
C -0.47 -2.52 -0.22
Cl 0.97 -3.69 0.06
C -0.70 -2.44 -1.83
C -1.52 -3.84 -2.25
P -0.69 -1.55 2.45
O -2.12 -2.28 2.60
O 0.48 -2.65 3.11
O -0.84 -0.09 3.45
H 6.43 -0.82 5.34
H 4.91 -0.58 4.11
H 5.25 -2.24 4.95
H 7.81 -2.15 3.57
H 6.22 -2.92 2.90
H 6.12 0.09 2.20
H 7.81 -0.61 1.55
H 4.82 -1.98 1.20
H 6.44 -2.74 0.57
H 5.99 -1.71 -1.65
H 6.69 -0.19 -0.76
H 4.31 0.86 -0.36
H 4.48 0.26 -2.15
H 3.09 -1.72 -1.90
H 3.03 -1.75 -0.02
H 2.11 1.02 -1.31
H 1.17 -0.40 -2.10
H 1.97 2.52 2.09
H 2.86 -0.92 2.01
H 0.00 2.37 0.23
H -0.04 2.25 -2.23
H -0.90 0.56 -2.32
H -1.42 -3.09 0.23
H 0.35 -2.54 -2.35
H -1.36 -1.57 -2.22
H -1.40 -4.61 -1.34
H -1.15 -4.29 -3.26
H -2.68 -3.57 -2.25
H 1.37 -2.62 2.65
H -0.16 -0.22 4.20
C -3.84 4.38 1.58
C -4.69 4.87 2.57
C -4.95 4.08 3.67
N -4.42 2.85 3.85
C -3.60 2.39 2.88
C -3.28 3.11 1.74
H -3.61 4.97 0.70
H -5.14 5.85 2.47
H -5.60 4.42 4.47
H -3.19 1.40 3.05
H -2.61 2.70 0.99
C -6.00 -2.35 1.87
C -7.00 -3.20 2.34
C -7.44 -4.22 1.52
N -6.94 -4.45 0.28
C -5.97 -3.61 -0.15
C -5.48 -2.56 0.60
H -5.64 -1.54 2.49
H -7.44 -3.06 3.33
H -8.21 -4.91 1.84
H -5.60 -3.81 -1.15
H -4.70 -1.92 0.21
C 0.26 4.43 -7.00
C -0.72 4.53 -6.02
C -0.65 3.68 -4.93
N 0.32 2.76 -4.76
C 1.26 2.68 -5.72
C 1.28 3.49 -6.85
H 0.24 5.08 -7.87
H -1.53 5.25 -6.11
H -1.39 3.72 -4.14
H 2.03 1.93 -5.56
H 2.06 3.39 -7.59
*
```

2.
Below is a cluster of 2 separate species, C4H13N3O in total, with properties calculated with ωB97M-V with the def2-TZVPD basis set.

As for the SMILES: N/C=C(\N)CCN.O. As for the HOMO energy: -7.031 eV. The energy relative to the best compared isomer or geometry (same formula, charge and spin) comes out at 1.6587 eV.

The geometry in ORCA input format:
```
! wB97M-V def2-TZVPD RIJCOSX def2/J DEFGRID3
* xyz 0 1
N 2.01 -2.05 -0.54
C 0.86 -1.73 0.18
C 0.03 -0.73 -0.14
N 0.21 0.03 -1.33
C -0.88 -0.15 0.91
C -2.18 0.52 0.55
N -2.05 1.83 -0.05
H 2.28 -1.37 -1.23
H 2.82 -2.20 0.04
H 0.71 -2.24 1.12
H -0.55 0.64 -1.59
H 0.28 -0.61 -2.11
H -1.06 -0.84 1.73
H -0.29 0.69 1.34
H -2.68 -0.08 -0.22
H -2.76 0.55 1.48
H -1.57 2.54 0.49
H -2.90 2.13 -0.50
O 2.70 0.67 0.04
H 2.91 1.48 0.50
H 2.11 0.92 -0.67
*
```

3.
Below is an isolated molecule of C4H8O2, with properties calculated with ωB97M-V with the def2-TZVPD basis set.

As for the SMILES: C=CCC(O)O. As for the HOMO energy: -9.820 eV. The energy relative to the best compared isomer or geometry (same formula, charge and spin) comes out at 1.7704 eV.

The geometry in ORCA input format:
```
! wB97M-V def2-TZVPD RIJCOSX def2/J DEFGRID3
* xyz 0 1
C 1.52 0.60 -0.97
C 0.79 1.13 0.00
C -0.64 0.73 0.19
C -0.69 -0.72 0.78
O 0.45 -1.50 0.57
O -1.87 -1.36 0.36
H 1.05 -0.01 -1.75
H 2.60 0.67 -0.99
H 1.26 1.71 0.79
H -1.18 0.75 -0.77
H -1.19 1.40 0.86
H -0.75 -0.67 1.87
H 0.65 -1.58 -0.37
H -2.01 -1.14 -0.57
*
```

4.
Below is an isolated molecule of C4H8NO2, with properties calculated with ωB97M-V with the def2-TZVPD basis set.

As for the HOMO energy (spin up / spin down): -9.706 / -9.712 eV. The energy relative to the best compared isomer or geometry (same formula, charge and spin) comes out at 1.6821 eV.

The geometry in ORCA input format:
```
! wB97M-V def2-TZVPD RIJCOSX def2/J DEFGRID3
* xyz 0 2
C -0.08 -1.03 -1.37
C -0.87 -1.18 -0.07
N -1.01 -0.02 0.70
C -0.21 1.21 0.56
C 1.27 0.77 0.79
O 2.02 0.94 -0.42
O -1.51 -2.27 0.19
H 0.80 -0.51 -1.02
H -0.52 -0.33 -2.15
H 0.11 -2.04 -1.86
H -1.98 -0.13 1.12
H -0.27 1.62 -0.48
H -0.65 2.03 1.32
H 1.63 1.24 1.72
H 1.26 -0.30 0.96
*
```

5.
Below is a cluster of 2 separate species, C35H34BF6NO2S in total, with properties calculated with ωB97M-V with the def2-TZVPD basis set.

As for the HOMO energy: -6.325 eV. The energy relative to the best compared isomer or geometry (same formula, charge and spin) comes out at 1.4892 eV.

The geometry in ORCA input format:
```
! wB97M-V def2-TZVPD RIJCOSX def2/J DEFGRID3
* xyz 0 1
C -1.86 -2.31 -7.77
C -1.16 -1.52 -6.73
C -0.45 -0.34 -6.90
C 0.05 0.19 -5.66
C -0.24 -0.59 -4.57
B 0.12 -0.30 -3.05
C -1.28 0.14 -2.28
C -2.09 -0.87 -1.78
C -3.16 -0.52 -0.96
C -4.04 -1.58 -0.38
F -5.34 -1.44 -0.78
F -3.64 -2.84 -0.71
F -4.04 -1.51 1.00
C -3.44 0.81 -0.66
C -2.62 1.79 -1.19
C -2.86 3.24 -0.87
F -1.80 3.75 -0.15
F -2.97 3.99 -2.00
F -3.98 3.44 -0.12
C -1.56 1.47 -2.04
O 0.61 -1.55 -2.51
C 1.49 -1.49 -1.41
C 2.57 -0.37 -1.58
C 3.22 -0.16 -0.24
C 3.58 -0.79 -2.64
C 1.93 0.98 -2.00
O 1.00 0.83 -3.05
S -1.06 -2.04 -5.08
H -1.70 -1.81 -8.72
H -1.47 -3.33 -7.82
H -2.94 -2.36 -7.57
H -0.32 0.11 -7.88
H 0.59 1.13 -5.62
H -1.89 -1.90 -2.02
H -4.28 1.07 -0.03
H -0.99 2.26 -2.51
H 0.92 -1.33 -0.48
H 2.00 -2.46 -1.34
H 3.98 0.63 -0.29
H 2.45 0.14 0.48
H 3.67 -1.09 0.12
H 4.35 -0.01 -2.74
H 4.06 -1.73 -2.33
H 3.08 -0.93 -3.61
H 1.44 1.47 -1.13
H 2.71 1.67 -2.36
C 2.70 3.67 3.25
C 1.36 3.07 3.18
N 0.23 3.82 3.31
C -0.90 3.01 3.34
C -0.47 1.67 3.19
C -1.41 0.66 3.04
C -2.76 0.99 3.03
C -3.18 2.32 3.14
C -2.25 3.36 3.28
C 0.99 1.70 3.11
C 1.84 0.60 2.89
C 1.70 -0.70 3.47
C 0.74 -1.04 4.48
C 0.59 -2.35 4.90
C 1.39 -3.38 4.38
C 1.15 -4.80 4.76
C 2.42 -3.04 3.48
C 2.59 -1.73 3.07
H 3.43 2.86 3.37
H 2.94 4.24 2.34
H 2.79 4.35 4.11
H 0.24 4.84 3.40
H -1.05 -0.36 2.94
H -3.50 0.20 2.93
H -4.25 2.55 3.10
H -2.52 4.41 3.32
H 2.79 0.80 2.37
H 0.14 -0.26 4.94
H -0.16 -2.61 5.66
H 1.86 -5.46 4.25
H 1.24 -4.97 5.84
H 0.14 -5.11 4.47
H 3.10 -3.82 3.14
H 3.44 -1.44 2.45
*
```

6.
Below is a cluster of 5 separate species, C41H43ClN4O13P in total, with properties calculated with ωB97M-V with the def2-TZVPD basis set.

As for the HOMO energy: -11.537 eV.

The geometry in ORCA input format:
```
! wB97M-V def2-TZVPD RIJCOSX def2/J DEFGRID3
* xyz 1 1
C -0.03 -2.91 4.70
C -0.69 -1.54 4.29
Cl -2.35 -1.30 5.01
C 0.21 -0.28 4.67
C 0.20 0.75 3.47
N -0.46 1.95 3.74
C -0.53 2.98 2.81
O -1.26 4.11 3.24
C -0.57 4.64 4.29
N -0.19 5.20 5.22
C 0.08 2.88 1.47
P -0.07 4.34 0.32
N -0.35 5.69 1.08
O -1.38 4.10 -0.71
O 1.34 4.61 -0.56
C 0.78 1.58 1.14
C 1.42 1.35 -0.27
C 0.67 0.13 -0.98
C -0.90 0.31 -0.93
C -1.66 -0.71 0.02
N -1.87 -2.05 -0.57
C 0.86 0.50 2.17
C 1.57 -0.88 1.98
C 3.03 -0.82 1.38
C 3.96 0.32 1.95
C 5.04 0.68 0.83
O 5.46 1.80 0.84
O 5.46 -0.24 -0.16
H 0.87 -3.13 4.05
H -0.79 -3.71 4.46
H 0.28 -2.94 5.79
H -0.81 -1.52 3.17
H -0.28 0.20 5.57
H 1.25 -0.55 5.00
H -0.91 2.09 4.66
H -1.24 6.08 0.78
H -1.53 4.99 -1.12
H 1.19 4.23 -1.46
H 1.29 2.23 -0.95
H 2.52 1.13 -0.21
H 1.04 -0.87 -0.63
H 0.97 0.20 -2.07
H -1.32 0.13 -1.97
H -1.23 1.36 -0.66
H -2.68 -0.27 0.22
H -1.18 -0.85 1.03
H -2.42 -1.98 -1.42
H -0.97 -2.51 -0.73
H 1.63 -1.49 2.93
H 0.95 -1.50 1.26
H 3.05 -0.82 0.25
H 3.53 -1.80 1.66
H 3.45 1.29 2.17
H 4.50 0.00 2.88
H 4.80 -0.14 -0.88
C -1.93 9.25 -4.17
C -2.42 8.39 -3.27
C -1.64 8.00 -2.08
O -2.08 7.21 -1.26
C -0.29 8.60 -1.92
C 0.20 9.46 -2.81
C -0.59 9.85 -4.00
O -0.14 10.64 -4.81
H -2.49 9.55 -5.04
H -3.40 7.95 -3.37
H 0.26 8.30 -1.04
H 1.18 9.90 -2.70
C 2.93 -4.71 0.15
C 3.43 -5.61 1.00
C 2.53 -6.51 1.77
O 2.98 -7.33 2.54
C 1.07 -6.36 1.56
C 0.58 -5.46 0.71
C 1.48 -4.56 -0.06
O 1.03 -3.74 -0.83
H 3.57 -4.04 -0.42
H 4.49 -5.73 1.16
H 0.44 -7.03 2.12
H -0.48 -5.34 0.54
C -7.08 -3.80 -0.98
C -7.56 -4.66 -0.08
C -6.78 -5.03 1.12
O -7.22 -5.82 1.94
C -5.45 -4.41 1.29
C -4.97 -3.55 0.39
C -5.75 -3.18 -0.81
O -5.31 -2.39 -1.63
H -7.64 -3.51 -1.86
H -8.54 -5.12 -0.19
H -4.89 -4.70 2.17
H -3.99 -3.09 0.50
C 3.40 -1.23 -5.13
C 3.24 -2.01 -6.19
C 2.39 -3.22 -6.13
O 2.24 -3.94 -7.10
C 1.72 -3.52 -4.85
C 1.88 -2.73 -3.78
C 2.73 -1.53 -3.85
O 2.87 -0.82 -2.87
H 4.02 -0.34 -5.15
H 3.72 -1.81 -7.14
H 1.10 -4.41 -4.82
H 1.40 -2.93 -2.83
*
```

7.
Below is a cluster of 2 separate species, C5H15N3P in total, with properties calculated with ωB97M-V with the def2-TZVPD basis set.

As for the HOMO energy: -12.769 eV. The energy relative to the best compared isomer or geometry (same formula, charge and spin) comes out at 3.1831 eV.

The geometry in ORCA input format:
```
! wB97M-V def2-TZVPD RIJCOSX def2/J DEFGRID3
* xyz 1 1
C 0.63 -1.71 -0.14
C 0.40 -1.16 -1.52
C -1.02 -0.17 0.06
C -0.12 -1.13 2.13
C -1.34 0.64 -2.16
N -0.22 -1.03 0.75
N -0.04 1.89 0.18
N -0.72 -0.27 -1.17
P 1.10 2.02 1.26
H 0.17 -2.80 -0.26
H 1.72 -1.74 0.09
H 1.25 -0.46 -1.90
H 0.17 -1.88 -2.31
H -1.70 0.58 0.46
H -0.60 -1.97 2.55
H 0.88 -1.20 2.49
H -0.54 -0.21 2.58
H -1.96 -0.02 -2.73
H -1.98 1.32 -1.70
H -0.64 1.21 -2.88
H -0.01 2.40 -0.69
H 0.63 1.84 2.56
H 1.86 0.85 1.38
H 2.06 2.99 0.96
*
```

8.
Below is a structure of composition C12H28O6Sn, with properties calculated with ωB97M-V with the def2-TZVPD basis set.

As for the HOMO energy: -13.998 eV. The energy relative to the best compared isomer or geometry (same formula, charge and spin) comes out at 14.0599 eV.

The geometry in ORCA input format:
```
! wB97M-V def2-TZVPD RIJCOSX def2/J DEFGRID3
* xyz 2 1
Sn -0.27 1.22 -0.18
C 2.55 -0.87 0.59
O 1.21 -0.69 0.77
C 0.58 -1.08 1.96
C -0.96 -0.91 2.00
O -1.17 0.52 1.91
C -2.50 0.84 2.13
C -2.47 2.38 2.06
O -2.21 2.87 0.73
C -2.29 4.30 0.59
H 2.98 -0.42 -0.29
H 2.79 -1.94 0.58
H 3.11 -0.41 1.40
H 0.86 -0.46 2.81
H 0.90 -2.09 2.24
H -1.32 -1.37 2.92
H -1.48 -1.36 1.15
H -2.79 0.40 3.08
H -3.16 0.49 1.33
H -1.90 2.84 2.86
H -3.49 2.67 2.29
H -2.25 4.58 -0.46
H -1.36 4.78 0.91
H -3.07 4.84 1.13
C 2.61 -2.62 -0.39
O 1.64 -3.33 0.43
C 0.37 -3.39 -0.26
C -0.51 -2.06 -0.11
O 0.11 -0.93 -0.70
C 0.01 -0.88 -2.13
C 0.85 0.34 -2.69
O 0.18 1.60 -2.43
C 0.73 2.66 -3.10
H 2.64 -2.99 -1.41
H 3.60 -2.68 0.06
H 2.38 -1.56 -0.50
H -0.07 -4.19 0.34
H 0.55 -3.75 -1.27
H -0.49 -1.97 0.98
H -1.53 -2.33 -0.38
H -1.01 -0.84 -2.52
H 0.40 -1.82 -2.50
H 0.84 0.22 -3.77
H 1.86 0.40 -2.28
H 0.62 2.55 -4.18
H 1.77 2.90 -2.89
H 0.14 3.53 -2.81
*
```

9.
Below is the ion C4H10NS with charge +1, with properties calculated with ωB97M-V with the def2-TZVPD basis set.

As for the HOMO energy (spin up / spin down): -12.940 / -12.900 eV. The energy relative to the best compared isomer or geometry (same formula, charge and spin) comes out at 5.2455 eV.

The geometry in ORCA input format:
```
! wB97M-V def2-TZVPD RIJCOSX def2/J DEFGRID3
* xyz 1 1
C 1.35 -1.19 -0.57
C 0.27 -1.57 0.45
C -0.89 -0.45 0.80
C -0.28 1.63 -0.59
N -0.37 0.93 0.75
S -2.28 -0.56 -0.22
H 2.43 -0.91 -0.42
H 0.99 -0.73 -1.53
H -0.23 -2.49 0.06
H 0.80 -1.93 1.30
H -1.12 1.39 -1.13
H -0.28 2.76 -0.58
H 0.56 1.37 -1.04
H -1.19 1.46 1.28
H 0.46 0.89 1.21
H -2.35 -1.90 -0.18
*
```

10.
Below is a structure of composition C5H34NO13, with properties calculated with ωB97M-V with the def2-TZVPD basis set.

As for the HOMO energy (spin up / spin down): -10.096 / -10.086 eV. The energy relative to the best compared isomer or geometry (same formula, charge and spin) comes out at 4.6792 eV.

The geometry in ORCA input format:
```
! wB97M-V def2-TZVPD RIJCOSX def2/J DEFGRID3
* xyz 0 2
C 2.28 -0.70 1.37
C 1.45 -0.35 2.54
O 0.15 -0.61 2.07
C 2.32 0.48 0.32
N 1.69 -0.05 -0.94
C 2.10 0.72 -2.17
C 0.86 1.38 -2.83
O 0.81 1.99 -3.88
H 1.80 -1.64 0.86
H 3.26 -1.18 1.80
H 1.53 0.62 2.95
H 1.52 -1.01 3.36
H -0.28 0.25 1.93
H 1.94 1.44 0.70
H 3.25 0.78 -0.12
H 0.71 0.01 -0.84
H 2.56 -0.05 -2.89
H 2.66 1.62 -2.05
H -3.31 -0.49 -1.39
H -0.09 1.21 -2.38
H -1.86 -3.17 -0.27
H -1.21 -3.36 -1.58
O -1.70 -3.80 -1.04
H 1.47 -3.81 0.59
H 0.14 -3.67 1.27
O 1.15 -3.80 1.48
H -1.41 -0.73 -2.36
H -0.44 -1.72 -1.94
O -0.81 -1.34 -2.74
H -0.24 2.21 2.16
H 1.02 3.22 2.09
O 0.69 2.51 2.58
H -1.22 -2.08 1.42
H -0.98 -0.97 0.22
O -1.52 -1.77 0.57
H -1.50 0.99 0.55
H -1.98 1.75 2.60
O -1.65 1.73 1.75
H 1.86 -3.76 -2.01
H 2.02 -2.44 -1.21
O 1.49 -3.29 -1.20
H -2.80 -0.95 0.94
H -2.92 0.44 1.56
O -3.49 -0.24 1.26
H -1.97 3.33 0.99
H -3.07 4.06 0.53
O -2.19 4.10 0.54
H -2.35 0.82 -0.83
H -3.42 -1.27 -1.39
O -1.37 0.74 -0.53
H 0.39 2.21 0.13
H 0.30 3.80 0.15
O 0.81 3.11 -0.15
*
```

> Number 10 is which compound?

C5H34NO13

Please write out number 10 again, unchanged.
Below is a structure of composition C5H34NO13, with properties calculated with ωB97M-V with the def2-TZVPD basis set.

As for the HOMO energy (spin up / spin down): -10.096 / -10.086 eV. The energy relative to the best compared isomer or geometry (same formula, charge and spin) comes out at 4.6792 eV.

The geometry in ORCA input format:
```
! wB97M-V def2-TZVPD RIJCOSX def2/J DEFGRID3
* xyz 0 2
C 2.28 -0.70 1.37
C 1.45 -0.35 2.54
O 0.15 -0.61 2.07
C 2.32 0.48 0.32
N 1.69 -0.05 -0.94
C 2.10 0.72 -2.17
C 0.86 1.38 -2.83
O 0.81 1.99 -3.88
H 1.80 -1.64 0.86
H 3.26 -1.18 1.80
H 1.53 0.62 2.95
H 1.52 -1.01 3.36
H -0.28 0.25 1.93
H 1.94 1.44 0.70
H 3.25 0.78 -0.12
H 0.71 0.01 -0.84
H 2.56 -0.05 -2.89
H 2.66 1.62 -2.05
H -3.31 -0.49 -1.39
H -0.09 1.21 -2.38
H -1.86 -3.17 -0.27
H -1.21 -3.36 -1.58
O -1.70 -3.80 -1.04
H 1.47 -3.81 0.59
H 0.14 -3.67 1.27
O 1.15 -3.80 1.48
H -1.41 -0.73 -2.36
H -0.44 -1.72 -1.94
O -0.81 -1.34 -2.74
H -0.24 2.21 2.16
H 1.02 3.22 2.09
O 0.69 2.51 2.58
H -1.22 -2.08 1.42
H -0.98 -0.97 0.22
O -1.52 -1.77 0.57
H -1.50 0.99 0.55
H -1.98 1.75 2.60
O -1.65 1.73 1.75
H 1.86 -3.76 -2.01
H 2.02 -2.44 -1.21
O 1.49 -3.29 -1.20
H -2.80 -0.95 0.94
H -2.92 0.44 1.56
O -3.49 -0.24 1.26
H -1.97 3.33 0.99
H -3.07 4.06 0.53
O -2.19 4.10 0.54
H -2.35 0.82 -0.83
H -3.42 -1.27 -1.39
O -1.37 0.74 -0.53
H 0.39 2.21 0.13
H 0.30 3.80 0.15
O 0.81 3.11 -0.15
*
```